# 1
Below is 2 unconnected molecules or ions with the total composition C2HFN2O2, with properties calculated with ωB97M-V/def2-TZVPD.

XYZ file:
```
8
Properties=species:S:1:pos:R:3:lowdin_charge:R:1
C 0.11953 1.35502 0.06456 -0.1575
C -0.12321 -0.01655 0.33930 -0.1910
N 0.32089 2.42518 -0.35490 0.2130
N -0.74663 -1.00505 -0.45118 -0.3584
O -1.10403 -2.00803 0.16309 0.1102
O -0.93304 -0.80074 -1.62676 0.1200
F -0.00436 -0.39165 1.62023 0.1174
H 2.47084 0.44183 0.24567 0.1463
```

Output
relative energy (zero: lowest compared OMol25 entry of this formula, charge and spin) = 807.1 kJ/mol
LUMO level (spin up / spin down) = -3.3 / -1.2 eV
energy = -11874.2736 eV
charge = 0
HOMO (spin up / spin down) = -11.602 / -10.991 eV



# 2
Below is a molecular structure, C2HFO2Zn, with properties calculated with ωB97M-V/def2-TZVPD.

XYZ file:
```
7
Properties=species:S:1:pos:R:3:lowdin_charge:R:1
C 0.46319 0.51079 -0.30923 -0.2277
C -0.88084 0.62465 -0.19556 -0.3121
O -1.72902 1.50226 -0.06323 0.1405
O 1.00134 -0.86747 -0.17271 -0.2464
H 0.26856 -1.44384 0.26956 0.1359
Zn 2.26523 0.56922 0.19549 0.7124
F -1.38846 -0.89561 0.27569 -0.2025
```

Output
relative energy (zero: lowest compared OMol25 entry of this formula, charge and spin) = 18.2 kJ/mol
LUMO level (spin up / spin down) = -1.5 / -2.2 eV
energy = -57315.5020 eV
charge = 0
HOMO (spin up / spin down) = -9.944 / -8.299 eV



# 3
Below is 2 unconnected molecules or ions with the total composition C2HFO3, with properties calculated with ωB97M-V/def2-TZVPD.

XYZ file:
```
7
Properties=species:S:1:pos:R:3:lowdin_charge:R:1
C -2.39470 0.05012 0.09685 -0.4325
C 1.81686 0.07215 0.06762 -0.4018
O -3.34733 -0.55041 0.05367 0.2475
O 2.99443 0.09038 0.14144 0.2445
O -1.46690 0.71464 -0.09862 0.1924
F 1.23701 -1.16309 0.29031 0.0054
H 1.16063 0.78620 -0.55127 0.1445
```

Output
relative energy (zero: lowest compared OMol25 entry of this formula, charge and spin) = 0.0 kJ/mol
LUMO level (spin up / spin down) = 0.4 / -3.9 eV
energy = -10945.3865 eV
multiplicity = 3
charge = 0
HOMO (spin up / spin down) = -6.822 / -13.140 eV
<S²> = 2.005



# 4
Below is a molecular structure, C2HHgO3, with properties calculated with ωB97M-V/def2-TZVPD.

XYZ file:
```
7
Properties=species:S:1:pos:R:3:lowdin_charge:R:1
H -2.36124 -1.81522 -0.24609 0.1542
O -1.62053 0.08725 -0.49524 -0.1328
O 2.65648 -0.38600 1.07037 0.3886
O 1.27800 1.08027 -0.02857 0.0094
C -1.62911 -1.00668 -0.02361 0.2078
C 2.10800 0.46191 0.52262 -0.2444
Hg -0.43159 1.57847 -0.79949 1.6172
```

Output
relative energy (zero: lowest compared OMol25 entry of this formula, charge and spin) = 0.0 kJ/mol
LUMO level (spin up / spin down) = -13.1 / -13.1 eV
energy = -12381.6510 eV
multiplicity = 2
charge = +2
HOMO (spin up / spin down) = -19.637 / -23.106 eV
<S²> = 0.753



# 5
Below is 2 unconnected molecules or ions with the total composition C2HI2N3, with properties calculated with ωB97M-V/def2-TZVPD.

XYZ file:
```
8
Properties=species:S:1:pos:R:3:lowdin_charge:R:1
C -0.15938 1.75104 0.43389 -0.3215
C -1.08426 -0.38767 0.10710 -0.7914
N 0.70621 2.51117 0.45320 0.1684
N -1.09015 0.78071 0.52454 0.0049
N 0.76975 -0.84533 -1.07482 -0.5889
I -2.24293 -2.01856 0.37594 0.9348
I 1.75390 -1.83594 0.33438 0.6531
H 1.34686 0.04457 -1.15423 -0.0594
```

Output
relative energy (zero: lowest compared OMol25 entry of this formula, charge and spin) = 303.4 kJ/mol
LUMO level (spin up / spin down) = -1.4 / -1.5 eV
energy = -22756.7326 eV
charge = 0
HOMO (spin up / spin down) = -8.490 / -8.890 eV



# 6
Below is a molecular structure, C2HLiNaO2, with properties calculated with ωB97M-V/def2-TZVPD.

XYZ file:
```
7
Properties=species:S:1:pos:R:3:lowdin_charge:R:1
O 1.27977 -1.01918 1.23352 -0.4259
C 1.54773 -0.96899 -0.00693 -0.2062
Na 2.30969 -0.80605 3.23767 0.8488
Li -0.80046 -1.34150 0.38560 0.7844
H 2.63311 -0.73813 -0.17818 -0.0135
C -1.11196 1.08977 -3.36445 -0.0032
O -1.82474 1.78048 -2.82690 0.0156
```

Output
relative energy (zero: lowest compared OMol25 entry of this formula, charge and spin) = 39.0 kJ/mol
LUMO level = -4.5 eV
energy = -10799.2215 eV
charge = +1
HOMO = -10.853 eV



# 7
Below is 2 unconnected molecules or ions with the total composition C2HN2O2, with properties calculated with ωB97M-V/def2-TZVPD.

XYZ file:
```
7
Properties=species:S:1:pos:R:3:lowdin_charge:R:1
C 0.40301 -0.76795 0.55447 0.1370
C -0.28648 1.74076 -0.65618 -0.7356
N -1.36003 2.17972 -0.67584 0.0182
N 0.09456 -1.88037 0.65162 -0.2441
O -0.30226 -2.95665 1.03450 -0.0711
O 0.91370 1.54012 -0.81264 -0.1220
H 0.53750 0.14436 -0.09593 0.0175
```

Output
relative energy (zero: lowest compared OMol25 entry of this formula, charge and spin) = 239.7 kJ/mol
LUMO level = 4.2 eV
energy = -9163.7565 eV
charge = -1
HOMO = -4.712 eV



# 8
Below is 2 unconnected molecules or ions with the total composition C2HN2O2, with properties calculated with ωB97M-V/def2-TZVPD.

XYZ file:
```
7
Properties=species:S:1:pos:R:3:lowdin_charge:R:1
C -0.12378 0.51486 1.26329 -0.6769
C -0.15257 -0.48782 -0.54053 -0.2850
N 0.43213 0.30311 -1.58478 -0.0490
N 1.11277 -0.74024 -1.36358 -0.0029
O -1.23626 0.51255 1.63950 0.0115
O 1.01317 0.82827 1.45227 -0.0061
H -1.04547 -0.93073 -0.86617 0.0083
```

Output
relative energy (zero: lowest compared OMol25 entry of this formula, charge and spin) = 258.1 kJ/mol
LUMO level = 4.5 eV
energy = -9163.5660 eV
charge = -1
HOMO = -3.140 eV